No. 1
Entry from the Open Molecules 2025 dataset: one molecule with the formula CH3N3O2 at a distorted geometry (wB97M-V/def2-TZVPD).

Each line ends with the Mulliken charge.
Geometry (Å):
N: 0.466 -2.024 -0.083  -0.670
C: -0.461 0.246 -0.700  0.447
N: -0.408 1.468 -0.099  -0.318
O: -0.866 -0.152 -1.749  -0.457
N: 0.227 -0.839 0.169  0.869
H: 0.103 1.668 0.813  0.296
H: -0.699 2.361 -0.410  0.204
O: 0.632 -0.237 1.423  -0.666
H: 1.005 -2.492 0.635  0.294

Results
gap between HOMO and LUMO (alpha / beta): 9.485 / 9.484 eV
energy relative to the best compared isomer or geometry (same formula, charge and spin): 91.8 kcal/mol
SMILES: [H]/N=[N+](\[O-])C(N)=O

=====

No. 2
Entry from the Open Molecules 2025 dataset: C13H12F5N6PdS3 as an isolated structure at a distorted geometry (wB97M-V/def2-TZVPD).

Each line ends with the Mulliken charge.
Geometry (Å):
C: -3.793 0.111 0.433  0.398
H: 0.268 -2.906 1.414  0.307
H: -5.885 -0.014 0.694  0.185
C: 0.488 -2.553 -1.136  -0.017
S: -0.875 2.088 -1.974  -0.264
N: 1.044 -2.555 -2.369  0.213
F: 4.813 3.340 -1.113  -0.275
N: -2.848 0.188 1.436  0.417
F: 2.971 5.350 -1.266  -0.265
N: -1.473 0.300 1.259  -0.676
C: 2.393 -2.753 -2.257  -0.585
N: -4.799 0.070 2.434  -0.715
C: 2.665 -2.897 -0.939  -0.233
H: 1.718 -1.883 1.611  0.323
C: 3.540 3.066 -1.369  0.454
N: 1.482 -2.784 -0.251  0.280
F: 0.354 4.777 -1.681  -0.310
F: 1.395 0.169 -1.877  0.093
H: -0.991 -0.356 1.875  0.225
H: 3.597 -3.082 -0.447  0.489
C: 0.805 2.466 -1.798  -0.147
F: 4.003 0.735 -1.486  -0.278
H: -1.159 1.253 1.462  0.277
H: 1.867 -3.651 1.604  0.358
S: -3.614 0.095 -1.221  -0.292
C: -2.857 0.177 3.959  -1.263
C: 1.248 3.793 -1.654  0.179
C: 3.132 1.745 -1.549  0.052
H: -2.263 1.081 4.084  0.318
Pd: -1.030 -0.135 -1.286  0.074
H: -3.608 0.136 4.743  0.351
N: -4.964 0.051 1.100  0.223
C: 1.328 -2.807 1.178  -0.923
S: -1.175 -2.441 -0.795  -0.453
H: 0.522 -2.434 -3.227  0.229
C: 2.589 4.090 -1.435  0.237
H: 3.047 -2.770 -3.103  0.436
H: -2.197 -0.685 4.060  0.321
C: 1.792 1.475 -1.759  0.344
C: -3.531 0.154 2.645  0.915

Results
gap between HOMO and LUMO (alpha / beta): 5.868 / 5.868 eV
total charge: +1
energy relative to the best compared isomer or geometry (same formula, charge and spin): 18.3 kcal/mol

=====

No. 3
Entry from the Open Molecules 2025 dataset: N2O6Rb4 as an isolated structure at a distorted geometry (wB97M-V/def2-TZVPD).

Each line ends with the Mulliken charge.
Geometry (Å):
O: -1.438 -0.616 -0.394  -0.667
N: -0.721 -0.449 0.545  0.791
Rb: -4.021 0.025 2.678  1.005
O: 2.383 1.810 -0.047  -0.400
Rb: 0.648 -3.516 0.603  0.982
O: 1.092 1.276 -1.593  -0.407
N: 2.243 1.445 -1.239  1.174
Rb: -2.365 -2.934 -2.040  1.006
Rb: -0.151 2.572 1.232  1.008
O: -1.291 -0.139 1.580  -0.604
O: 3.182 1.098 -1.899  -0.373
O: 0.440 -0.572 0.574  -0.515

Results
expectation value of S²: 0.7570
gap between HOMO and LUMO (alpha / beta): 9.465 / 6.907 eV
multiplicity: 2
total charge: +3

=====

No. 4
Entry from the Open Molecules 2025 dataset: C14H17CuF6N4O5S2 as an isolated structure at a distorted geometry (wB97M-V/def2-TZVPD).

Each line ends with the Mulliken charge.
Geometry (Å):
F: -1.452 -1.335 -5.133  -0.278
C: -0.355 -0.925 -4.474  0.452
C: -3.531 0.565 4.209  1.074
N: 0.947 1.434 1.516  -0.469
C: 2.308 2.822 -0.130  0.435
F: -1.396 -3.305 -3.358  -0.296
O: 0.736 -0.608 -2.448  -0.417
F: -0.874 -2.808 -1.323  -0.223
H: -1.009 -1.199 2.750  0.455
C: -1.614 0.779 2.191  -0.406
S: -0.375 0.962 0.941  2.709
C: -1.702 -0.427 -2.434  -2.043
C: -1.693 -0.384 2.952  -0.336
H: 2.709 -0.052 -2.849  0.378
H: -2.715 -1.391 4.540  0.345
C: 1.428 2.778 1.129  -0.499
O: 2.238 1.808 -0.930  -0.579
H: -2.421 2.724 1.820  0.462
H: -2.583 -0.801 -2.956  0.468
H: -1.603 0.645 -2.591  0.483
F: 0.673 -3.245 -2.753  -0.262
F: 0.688 -1.578 -5.012  -0.275
O: 3.012 3.810 -0.301  -0.742
C: -3.434 1.718 3.438  -0.867
F: -0.203 0.375 -4.761  -0.251
H: 6.043 -2.503 -1.230  0.204
H: 5.292 -2.755 0.278  0.241
C: -0.428 -1.110 -2.935  1.098
H: 4.862 -1.468 -2.848  0.231
C: -2.486 1.832 2.430  -0.486
H: 2.039 3.184 1.930  0.424
S: 3.289 -0.955 0.327  -0.393
H: -1.812 -0.602 -1.367  0.369
H: -5.355 -0.272 5.002  0.292
N: 3.671 0.167 -2.589  -0.934
H: -5.051 1.395 5.494  0.335
N: 5.193 -2.497 -0.689  -0.559
H: -4.117 2.540 3.624  0.272
H: 0.614 3.479 0.928  0.199
N: 4.293 -1.011 -2.154  -0.035
H: -4.133 0.073 6.221  0.350
C: -0.506 -2.632 -2.600  0.694
H: 3.654 0.853 -1.830  0.449
C: -2.648 -0.482 3.950  -0.760
O: -0.982 1.807 -0.074  -0.780
O: -0.150 -0.468 0.494  -0.723
Cu: 1.228 0.113 -0.772  -0.032
C: -4.574 0.436 5.291  -1.419
C: 4.289 -1.485 -0.913  0.647

Results
expectation value of S²: 0.7525
gap between HOMO and LUMO (alpha / beta): 7.928 / 7.292 eV
multiplicity: 2
total charge: -1
energy relative to the best compared isomer or geometry (same formula, charge and spin): 32.6 kcal/mol

=====

No. 5
Entry from the Open Molecules 2025 dataset: C32H34F5GeLiN2SSe as an isolated structure (wB97M-V/def2-TZVPD).

Each line ends with the Mulliken charge.
Geometry (Å):
H: 6.915 -2.543 1.026  0.337
Ge: -1.273 1.221 0.030  0.375
C: -1.005 1.679 -2.856  -0.105
H: 7.326 -1.435 -0.285  0.331
H: -1.859 -2.442 -4.322  0.331
H: -1.727 -3.878 -3.313  0.288
F: -0.087 -4.232 2.975  -0.269
H: 4.728 -3.446 0.924  0.223
H: 2.954 1.508 2.830  0.459
H: -3.604 -1.686 -3.119  0.343
Li: -0.475 -1.104 1.114  1.760
Se: 0.662 -1.288 -1.115  0.095
C: -0.407 -3.021 3.474  0.655
H: -5.248 4.253 -1.032  0.361
H: -2.045 -4.747 0.240  0.349
C: 0.254 3.439 -3.911  -0.483
C: 0.212 3.243 -1.509  -0.044
C: 1.133 1.438 1.698  0.537
H: 0.599 3.941 -4.807  0.331
F: 0.739 -2.306 3.564  -0.251
C: -3.683 1.879 1.570  -0.064
H: -2.261 -2.525 0.478  0.058
C: -1.380 -2.305 2.545  -0.809
H: 1.314 -3.444 1.011  0.176
H: 1.308 4.749 -2.579  0.369
C: 6.678 -1.575 0.584  -1.490
S: -3.918 -0.771 -0.623  -0.338
C: -0.572 3.009 2.321  -0.116
F: -0.835 -3.219 4.737  -0.292
H: 1.683 -4.069 -0.576  0.192
C: 2.916 0.974 -1.523  -1.408
H: -6.418 3.828 1.107  0.331
H: 1.498 0.635 1.062  -0.135
C: -3.046 -2.058 -1.279  0.148
H: 2.177 0.757 -2.294  0.244
H: -5.408 2.297 2.774  0.395
N: -3.035 -2.343 -2.612  -0.180
H: -1.638 0.802 -2.941  0.312
C: -4.898 2.494 1.839  -0.717
C: -4.809 3.590 -0.296  -0.670
C: -3.589 2.973 -0.562  -0.270
H: -3.093 3.163 -1.507  0.280
H: -1.555 3.443 2.188  0.317
C: 2.138 -3.698 0.345  -1.544
H: -2.634 -4.669 -1.427  0.459
H: 2.172 3.356 4.291  0.354
H: -0.082 4.318 3.948  0.391
C: 0.263 3.508 3.316  -0.694
C: 0.651 3.891 -2.661  -0.633
C: -1.818 -2.793 -3.292  -0.678
N: -2.285 -2.831 -0.487  0.408
H: -0.900 1.976 -4.979  0.394
H: 3.763 1.497 -1.972  0.467
H: 6.940 -0.801 1.310  0.314
H: -3.264 1.190 2.298  0.507
C: 1.968 1.936 2.693  -0.825
C: 3.380 -0.281 -0.830  1.165
H: 2.722 -4.499 0.803  0.414
C: 1.532 2.972 3.505  -0.516
C: -5.464 3.355 0.904  -0.448
H: 0.524 3.615 -0.539  0.375
F: -1.815 -1.208 3.340  -0.370
C: 4.354 -2.551 0.433  -1.156
C: -3.001 2.117 0.371  -0.600
C: 4.713 -0.370 -0.436  -1.121
H: -0.920 -4.348 -1.066  0.238
C: -0.147 1.967 1.490  -0.076
C: 5.223 -1.496 0.196  0.667
C: -0.581 2.331 -4.006  -0.571
H: 5.374 0.470 -0.641  0.379
H: -0.927 -2.379 -2.813  -0.041
C: -0.620 2.126 -1.588  0.050
F: -2.496 -3.154 2.502  -0.317
C: -1.945 -4.224 -0.710  -1.186
C: 2.508 -1.356 -0.572  0.520
C: 3.011 -2.503 0.064  0.569
H: 2.434 1.655 -0.818  0.147

Results
expectation value of S²: 0.7544
gap between HOMO and LUMO (alpha / beta): 6.716 / 6.159 eV
multiplicity: 2
total charge: -1
energy relative to the best compared isomer or geometry (same formula, charge and spin): 2.2 kcal/mol